Molecular formula: C19H12ClN3O4SrTe
Method: DFT, ωB97M-V with the def2-TZVPD basis set

```
41
Properties=species:S:1:pos:R:3:forces:R:3:lowdin_charge:R:1
Sr -0.004313 1.236254 -0.720571 0.292 -0.990 0.071 1.199
O 1.372917 -0.969501 3.545923 -0.007 -0.031 0.096 0.006
C 0.845589 -0.653210 2.478798 -0.085 0.061 -0.196 -0.484
N 0.683136 0.543830 1.899248 0.137 0.174 -0.108 0.057
C 1.279133 1.681515 2.411726 -0.148 -0.223 0.080 -0.479
O 1.553739 1.962695 3.562911 0.077 0.048 -0.028 0.053
C 1.520627 2.598161 1.227543 -0.179 -0.007 0.023 -0.371
C 2.539760 2.308400 0.360526 0.188 -0.050 0.026 -0.128
C 2.545614 2.883836 -0.952747 0.220 0.111 -0.086 -0.186
C 1.524275 3.809541 -1.215606 -0.130 0.197 -0.111 -0.205
C 0.561452 4.076305 -0.270983 -0.065 0.190 -0.165 -0.282
N 0.472023 3.433009 0.954955 -0.112 -0.046 0.052 -0.021
C 0.386272 -1.799065 1.569306 -0.005 0.024 -0.030 -0.185
C 0.319754 -3.085900 2.096969 0.021 0.028 0.067 -0.028
C -0.008510 -4.136817 1.263139 -0.012 -0.032 -0.028 -0.092
C -0.235561 -3.877803 -0.081267 0.010 0.009 0.023 -0.079
C -0.146677 -2.567366 -0.522538 0.002 0.038 -0.002 -0.196
N 0.138907 -1.545267 0.283883 -0.069 0.044 0.059 0.071
H 3.271223 1.559473 0.641968 -0.023 -0.001 0.004 0.108
H 3.291897 2.639135 -1.694327 0.004 -0.053 0.035 0.076
H 1.464725 4.307919 -2.177745 -0.003 -0.012 0.003 0.091
H -0.222649 4.798504 -0.480997 0.009 -0.021 0.000 0.075
H 0.545832 -3.212565 3.146483 -0.003 -0.012 -0.005 0.103
H -0.078955 -5.147910 1.649855 0.004 0.002 0.003 0.091
H -0.486785 -4.665504 -0.779804 0.004 -0.006 0.006 0.092
H -0.318316 -2.313553 -1.560641 -0.017 0.023 0.006 0.050
Cl 4.163630 -1.924412 -8.113330 0.011 -0.008 -0.028 0.592
C 3.318310 -1.321866 -6.699636 -0.031 0.033 0.017 -0.679
C 2.529688 -0.189023 -6.816772 0.015 -0.024 0.012 -0.117
C 1.867261 0.280722 -5.691802 -0.010 -0.013 0.001 -0.016
C 1.993101 -0.367660 -4.469825 -0.032 0.040 0.020 -0.117
C 2.788909 -1.501367 -4.380852 0.038 -0.029 -0.004 -0.013
C 3.457421 -1.990081 -5.495851 -0.026 0.021 0.029 -0.116
C 1.276707 0.170084 -3.236923 -0.027 0.017 0.053 -0.679
O 0.531021 1.161714 -3.395345 -0.022 0.190 0.083 -0.116
O 1.494065 -0.415495 -2.150468 0.028 0.088 -0.010 -0.124
H 2.439940 0.310927 -7.772025 0.001 -0.003 -0.002 0.094
H 1.236840 1.159081 -5.734339 -0.001 0.002 -0.004 0.115
H 2.873649 -1.986007 -3.416783 -0.001 -0.002 -0.001 0.117
H 4.078990 -2.873557 -5.436630 0.000 0.001 0.005 0.095
Te -2.868910 -0.425508 -1.780883 -0.053 0.222 0.035 -0.370
```
Forces are in eV/Å.

Its charge is -2. As for the energy relative to the best compared isomer or geometry (same formula, charge and spin): 15.1 kcal per mole. The maximum force comes out at 1.03 eV Å⁻¹.